The following is a quantum chemistry calculation of C2H7N5O as an isolated structure in a non-equilibrium geometry, from the OMol25 dataset.

Atoms and positions in Å:
O  2.4491  -1.5628  -0.1260
N  0.0752  1.5368  -0.6820
N  -1.9703  0.2454  -0.0937
N  1.0507  2.0459  0.3821
N  1.4458  -0.5007  -0.3492
N  -2.3213  -1.1711  0.1330
C  -0.5861  0.3321  -0.2104
C  0.3058  -0.9084  0.1494
H  -0.1636  -1.8502  0.3727
H  -2.1462  -1.6617  -0.7778
H  -0.6320  2.2014  -0.5855
H  -3.4005  -0.9975  0.1309
H  1.9845  1.4841  0.2620
H  0.5101  1.5978  1.3188
H  3.3988  -0.7912  0.0760

Its HOMO-LUMO gap is 8.75 eV. The lowest unoccupied orbital energy comes out at -0.21 eV.